No. 1
{"formula": "C54H117O6P3", "method": "ωB97M-V/def2-TZVPD", "charge": 0, "multiplicity": 1, "gap_ev": 5.1, "e_homo_ev": -5.60, "symbols": ["C", "C", "C", "C", "P", "C", "C", "C", "C", "C", "C", "C", "C", "C", "C", "C", "C", "H", "H", "H", "H", "H", "H", "H", "H", "H", "H", "H", "H", "H", "H", "H", "H", "H", "H", "H", "H", "H", "H", "H", "H", "H", "H", "H", "H", "H", "H", "H", "H", "H", "H", "H", "H", "C", "C", "C", "C", "P", "C", "C", "C", "C", "C", "C", "C", "C", "C", "C", "C", "C", "H", "H", "H", "H", "H", "H", "H", "H", "H", "H", "H", "H", "H", "H", "H", "H", "H", "H", "H", "H", "H", "H", "H", "H", "H", "H", "H", "H", "H", "H", "H", "H", "H", "H", "H", "H", "C", "C", "C", "C", "P", "C", "C", "C", "C", "C", "C", "C", "C", "C", "C", "C", "C", "H", "H", "H", "H", "H", "H", "H", "H", "H", "H", "H", "H", "H", "H", "H", "H", "H", "H", "H", "H", "H", "H", "H", "H", "H", "H", "H", "H", "H", "H", "H", "H", "H", "H", "H", "H", "C", "C", "O", "O", "H", "H", "H", "C", "C", "O", "O", "H", "H", "H", "C", "C", "O", "O", "H", "H", "H"], "positions_angstrom": [[-1.9666, 1.4645, 4.0438], [-0.7389, 1.8359, 3.1908], [0.5438, 1.1589, 3.6319], [1.6938, 1.4681, 2.6946], [3.1101, 0.3141, 2.6950], [2.7622, -1.4628, 2.8133], [2.4802, -1.9986, 4.2156], [2.1857, -3.4770, 4.1857], [1.7675, -4.0879, 5.5439], [4.2335, 0.7218, 4.0700], [4.7599, 2.1688, 4.1411], [5.9661, 2.3016, 5.0803], [7.2267, 1.6711, 4.4166], [3.8654, 0.5415, 1.0343], [5.3078, 0.1151, 0.8790], [5.9781, 0.2936, -0.4818], [5.5907, 1.5919, -1.1892], [-2.7693, 2.1277, 3.7103], [-1.8807, 1.8880, 5.0526], [-2.1314, 0.3932, 4.0995], [-0.6870, 2.9285, 3.1932], [-1.0479, 1.5998, 2.1676], [0.4051, 0.0825, 3.7725], [0.8019, 1.4532, 4.6572], [2.1369, 2.4672, 2.7031], [1.3340, 1.3699, 1.6587], [3.7850, -1.7439, 2.5311], [2.0564, -1.6669, 2.0058], [1.7799, -1.3824, 4.7893], [3.3671, -1.9221, 4.8542], [3.1372, -3.9809, 3.9638], [1.6011, -3.8264, 3.3298], [2.3338, -3.6883, 6.3838], [1.8104, -5.1729, 5.5039], [0.7357, -3.7671, 5.7107], [4.9886, -0.0667, 4.1015], [3.5965, 0.5232, 4.9409], [3.9460, 2.8219, 4.4543], [5.0689, 2.3950, 3.1173], [5.7708, 1.7674, 6.0114], [6.1560, 3.3426, 5.3348], [7.9678, 1.5390, 5.2067], [7.6336, 2.1799, 3.5469], [7.0277, 0.6364, 4.1244], [3.7611, 1.6235, 0.8981], [3.1835, 0.1288, 0.2834], [5.4492, -0.9355, 1.1576], [5.9528, 0.6967, 1.5477], [5.8255, -0.5055, -1.2132], [7.0562, 0.2641, -0.3088], [5.9911, 2.4093, -0.5793], [4.5278, 1.7109, -1.3920], [6.1178, 1.6769, -2.1406], [-2.3737, -3.5473, -5.1055], [-1.8842, -2.9895, -3.7344], [-1.2731, -4.0742, -2.8411], [-1.3014, -3.6105, -1.3440], [-0.3577, -4.5781, -0.1521], [-1.1414, -4.2463, 1.4468], [-1.1773, -2.7913, 1.9204], [-1.5515, -2.5901, 3.3871], [-2.9266, -3.1794, 3.7693], [-0.4586, -6.3362, -0.6292], [-1.8854, -6.7998, -0.9077], [-2.1782, -8.1907, -0.3233], [-3.6649, -8.4863, -0.1363], [1.4128, -4.0973, -0.0966], [1.9784, -4.0781, -1.5282], [3.5114, -4.1293, -1.5365], [4.1812, -3.0098, -0.7364], [-1.6262, -3.5557, -5.9024], [-3.0752, -2.7647, -5.3999], [-2.7432, -4.5680, -4.9910], [-2.7425, -2.5116, -3.2670], [-1.1015, -2.3396, -4.1262], [-0.2428, -4.2694, -3.1366], [-1.8307, -5.0072, -2.8880], [-2.3551, -3.6301, -1.0592], [-0.9198, -2.5861, -1.3041], [-0.5120, -4.8359, 2.1325], [-2.1189, -4.7078, 1.5902], [-1.9925, -2.2534, 1.4271], [-0.2422, -2.2700, 1.7044], [-1.5087, -1.5298, 3.6455], [-0.7921, -3.0212, 4.0483], [-3.1096, -4.1665, 3.3496], [-3.7815, -2.5879, 3.4326], [-2.9634, -3.1494, 4.8581], [0.0208, -6.9527, 0.1348], [0.1919, -6.3719, -1.5055], [-2.0677, -6.8539, -1.9775], [-2.5933, -6.1081, -0.4419], [-1.6604, -8.3702, 0.6232], [-1.7489, -8.9348, -1.0004], [-4.2061, -8.5142, -1.0800], [-4.1293, -7.7942, 0.5686], [-3.7465, -9.4594, 0.3518], [1.8143, -4.9498, 0.4643], [1.5251, -3.1598, 0.4437], [1.6766, -3.1390, -1.9972], [1.5230, -4.8882, -2.0931], [3.8565, -4.0952, -2.5711], [3.9092, -5.0766, -1.1614], [5.2733, -3.0500, -0.7025], [3.9749, -3.1159, 0.3357], [3.9278, -2.0046, -1.0746], [0.1847, 3.1063, -5.1947], [0.5027, 4.3969, -4.4099], [0.0141, 4.3239, -2.9622], [-1.5163, 4.4940, -2.8439], [-2.2759, 4.1428, -1.2565], [-1.2079, 5.0396, -0.0279], [-1.7867, 5.2782, 1.3742], [-0.9807, 6.2004, 2.3397], [-0.9658, 7.6200, 1.8306], [-3.9381, 4.8809, -1.2743], [-3.9953, 6.3982, -1.5045], [-5.4289, 6.8295, -1.1669], [-5.6581, 8.3146, -1.4766], [-2.1612, 2.3442, -0.8526], [-3.2721, 1.8635, 0.0571], [-3.1010, 0.3745, 0.3392], [-4.0482, -0.2560, 1.3664], [0.6293, 2.2731, -4.6432], [0.6010, 3.1945, -6.1962], [-0.8494, 2.7666, -5.2914], [0.1153, 5.2821, -4.9175], [1.5899, 4.4850, -4.4027], [0.5296, 5.0579, -2.3326], [0.3113, 3.4022, -2.4474], [-2.0700, 3.8688, -3.5593], [-1.8117, 5.4991, -3.1613], [-0.9691, 5.9488, -0.5891], [-0.2677, 4.4815, -0.0699], [-1.8618, 4.2877, 1.8253], [-2.7358, 5.8091, 1.2784], [0.0085, 5.7557, 2.4784], [-1.4583, 6.0561, 3.3112], [-0.4562, 7.6773, 0.8622], [-0.3919, 8.3375, 2.4200], [-1.9423, 8.0625, 1.6253], [-4.4512, 4.5842, -0.3581], [-4.4191, 4.3440, -2.1026], [-3.7706, 6.6690, -2.5395], [-3.2366, 7.0005, -0.9925], [-5.6495, 6.6738, -0.1092], [-6.0725, 6.2001, -1.7832], [-5.6370, 8.4854, -2.5537], [-4.9409, 8.9164, -0.9235], [-6.6960, 8.5366, -1.2191], [-1.1224, 2.2752, -0.5067], [-2.0845, 1.7940, -1.7947], [-4.2812, 1.9949, -0.3412], [-3.3183, 2.4364, 0.9935], [-2.0693, 0.1339, 0.6100], [-3.3421, -0.0986, -0.6179], [-3.9899, -1.3478, 1.3038], [-5.1144, -0.1257, 1.1631], [-3.8306, 0.0339, 2.3944], [-2.9845, 0.5537, -4.5641], [-3.7348, 1.8485, -4.8156], [-4.0143, 2.1774, -5.9802], [-3.9921, 2.5592, -3.7840], [-3.0631, -0.0836, -5.4480], [-3.6156, 0.0000, -3.8578], [-1.9478, 0.6937, -4.2691], [0.0479, -0.2115, -2.1762], [0.8701, 0.2194, -0.9787], [1.4336, 1.3448, -0.9927], [0.9067, -0.5513, 0.0240], [-0.9327, -0.5555, -1.8376], [0.5981, -0.9793, -2.7214], [-0.1978, 0.6141, -2.8437], [1.7499, -2.7189, -5.0895], [1.3453, -2.4865, -6.5590], [0.6177, -3.3569, -7.1084], [1.7179, -1.4090, -7.0590], [2.5103, -3.5017, -4.9892], [0.8803, -3.0876, -4.5358], [2.1459, -1.8328, -4.5905]], "forces_ev_per_angstrom": [[0.70, 1.69, 0.63], [-1.27, -0.14, 0.18], [0.27, 0.34, 0.76], [0.43, -0.93, -1.07], [-0.09, 0.56, -1.12], [0.75, 1.25, 0.58], [0.11, 0.16, 0.31], [1.14, -1.49, 0.48], [-1.00, 0.89, -0.92], [-0.79, -0.25, 0.37], [0.13, -0.67, -0.30], [0.50, -0.58, -1.06], [-0.46, -0.55, 1.18], [-0.23, 0.69, 0.42], [0.86, -0.49, 0.31], [-0.34, 0.10, -1.12], [0.99, 0.28, 0.25], [-0.56, -0.94, -0.52], [0.49, -0.57, 0.23], [-0.51, 0.13, -0.17], [0.50, -0.01, 0.16], [0.64, -0.30, -0.17], [-0.17, -0.08, -0.62], [-0.12, 0.36, -0.02], [-0.20, 0.12, 0.52], [0.06, -0.19, -0.08], [-0.25, -0.74, -0.34], [-0.07, -0.21, 0.12], [-0.59, -0.28, -0.38], [0.23, 0.22, -0.31], [0.18, 0.27, -0.15], [-0.69, 0.37, 0.29], [0.32, -0.14, -0.13], [0.03, 0.00, 0.18], [-0.11, -0.31, 0.29], [0.27, 0.23, -0.13], [0.09, 0.00, 0.14], [-0.02, 0.08, -0.19], [0.01, 0.61, 0.08], [-0.06, 0.04, 0.07], [-0.06, 0.06, -0.07], [0.38, 0.37, -0.28], [-0.07, 0.32, 0.14], [-0.19, 0.06, -0.20], [0.11, 0.03, -0.21], [-0.19, -0.17, 0.27], [-0.11, 0.00, 0.17], [-0.26, -0.03, 0.33], [-0.44, -0.31, 0.45], [0.02, 0.18, 0.01], [-0.47, 0.29, -0.06], [-0.05, -0.06, 0.20], [-0.07, -0.12, -0.05], [0.12, 0.46, 0.48], [0.61, -1.40, -1.62], [0.22, 0.53, 0.87], [0.18, -0.16, -1.11], [-0.61, 0.86, -0.45], [0.72, -0.66, 1.16], [-0.44, 0.72, -0.05], [0.02, -0.78, 0.33], [0.22, 0.79, 0.10], [0.45, 0.58, 0.16], [-0.27, -0.56, 0.64], [0.07, -0.25, -0.28], [0.40, -0.32, 0.42], [-1.07, -0.93, -0.21], [0.41, 0.61, 0.62], [0.53, -0.03, -0.21], [0.26, -0.02, 0.63], [0.42, -0.06, 0.36], [-0.60, -0.72, -0.43], [-0.66, 0.22, -0.22], [0.30, 0.35, 0.26], [-0.10, 0.78, 1.06], [-0.08, -0.08, -0.23], [-0.07, -0.03, -0.30], [0.06, 0.19, 0.38], [-0.08, 0.03, 0.29], [0.07, 0.14, 0.19], [-0.08, -0.07, -0.67], [0.36, -0.07, -0.68], [-0.09, 0.04, -0.20], [-0.19, 0.05, -0.32], [0.03, -0.29, -0.07], [0.25, -0.24, 0.43], [0.25, 0.27, -0.17], [-0.29, -0.54, 0.01], [0.02, 0.11, 0.09], [-0.10, -0.23, -0.10], [-0.14, 0.29, 0.00], [-0.11, 0.10, -0.26], [-0.02, 0.35, 0.10], [-0.03, -0.04, -0.02], [-0.09, 0.11, 0.05], [-0.05, 0.24, -0.25], [-0.16, -0.11, -0.24], [0.43, 0.23, 0.19], [0.01, 0.06, -0.07], [-0.12, -0.06, -0.11], [0.36, -0.07, -0.26], [-0.13, 0.15, -0.07], [-0.33, -0.16, 0.13], [0.03, -0.28, -0.66], [-0.53, 0.22, -0.04], [-0.29, -0.05, 0.03], [0.12, -0.09, 0.41], [-0.36, -0.90, 0.08], [-0.23, 0.07, 0.83], [0.06, 0.02, -0.77], [0.60, 0.23, 0.17], [-0.26, 0.09, -0.86], [0.72, 0.34, -0.16], [-0.33, -1.25, -0.48], [0.78, 0.74, -0.62], [0.74, -0.62, -0.28], [-0.17, 0.01, -0.01], [0.69, 0.77, -0.47], [-0.83, -0.95, -0.26], [0.16, 1.21, -0.95], [-0.14, -0.33, 1.04], [-0.68, -0.40, -0.16], [-0.19, -0.41, -0.14], [0.47, 0.00, -0.33], [0.05, -0.33, 0.01], [-0.26, 0.76, -0.01], [-0.13, 0.05, 0.08], [0.04, 0.11, 0.05], [-0.17, 0.41, -0.23], [0.06, -0.38, -0.56], [0.06, -0.31, 0.13], [0.04, 0.16, 0.33], [-0.14, 0.27, 0.31], [0.01, -0.12, 0.44], [-0.57, 0.11, 0.20], [-0.40, -0.61, -0.04], [0.25, 0.38, -0.18], [-0.12, 0.48, 0.06], [-0.01, -0.27, -0.03], [-0.19, -0.20, 0.41], [-0.21, -0.27, 0.37], [0.01, 0.11, 0.09], [-0.10, -0.01, -0.05], [-0.30, -0.43, -0.20], [-0.13, -0.30, 0.66], [0.04, -0.31, -0.01], [-0.28, 0.05, 0.21], [0.52, 0.17, 0.03], [-0.15, 0.31, -0.14], [0.18, 0.40, 0.37], [-0.18, -0.22, 0.75], [-0.69, 0.12, -0.17], [0.23, 0.15, -0.56], [0.37, -0.01, 0.08], [0.08, 0.03, -0.13], [0.43, -0.21, -0.05], [0.41, 0.01, 0.13], [0.08, 0.66, -0.06], [-0.07, 0.10, 0.00], [-1.26, -0.99, -0.52], [-0.08, 1.55, -0.51], [0.12, -0.45, 0.29], [0.35, -0.07, 0.74], [0.54, 0.27, -0.22], [0.61, 0.10, 0.63], [-0.07, -0.07, 0.22], [-0.31, 0.31, 0.05], [0.13, 1.25, 0.46], [-0.18, -0.23, -0.11], [0.01, -0.95, 0.41], [0.17, -0.44, 0.03], [-0.27, -0.10, -0.14], [0.51, 0.04, -0.09], [0.08, -0.53, 0.63], [-0.71, 0.44, -0.91], [0.35, -0.19, 0.80], [0.38, 0.06, 0.21], [0.01, -0.07, -0.24], [-0.02, 0.03, 0.01], [-0.07, 0.19, -0.20]]}

***

No. 2
{"formula": "C22H27N3O8S2", "method": "ωB97M-V/def2-TZVPD", "charge": 0, "multiplicity": 1, "gap_ev": 7.7, "e_homo_ev": -8.39, "smiles": "O=CO[C@H](O)CCCSC(=S)N1CCOCC1.O=[N+]([O-])c1ccccc1.O=[N+]([O-])c1ccccc1", "symbols": ["O", "C", "O", "C", "O", "C", "C", "C", "S", "C", "S", "N", "C", "C", "O", "C", "C", "H", "H", "H", "H", "H", "H", "H", "H", "H", "H", "H", "H", "H", "H", "H", "H", "H", "O", "N", "O", "C", "C", "C", "C", "C", "C", "H", "H", "H", "H", "H", "O", "N", "O", "C", "C", "C", "C", "C", "C", "H", "H", "H", "H", "H"], "positions_angstrom": [[2.0618, 0.6905, 2.4478], [3.1430, 1.3121, 2.2706], [4.2045, 0.8127, 1.4311], [3.9141, 1.3185, 0.0871], [3.3898, 0.2726, -0.7777], [5.1244, 2.1474, -0.5530], [4.7064, 3.1245, -1.7538], [4.0255, 4.5121, -1.2900], [2.7039, 4.9367, -2.5292], [1.1880, 5.6228, -1.7154], [0.9036, 7.2826, -1.9297], [0.1964, 4.8707, -0.9326], [0.7305, 3.6042, -0.3692], [0.7537, 2.3651, -1.4232], [0.0722, 2.6764, -2.6793], [-1.2197, 3.2130, -2.3107], [-1.1010, 4.6894, -1.6438], [3.2852, 2.3331, 2.7939], [3.0438, 2.0707, 0.2318], [3.4293, 0.6647, -1.6779], [5.8539, 1.3652, -1.0026], [5.7497, 2.6913, 0.2551], [4.0279, 2.5837, -2.5202], [5.6555, 3.4112, -2.3489], [3.6923, 4.5368, -0.1979], [4.8434, 5.3247, -1.3905], [1.7399, 3.7422, 0.1733], [-0.0060, 3.2794, 0.4663], [1.8669, 2.2409, -1.7178], [0.4282, 1.3695, -0.9640], [-1.9769, 3.2703, -3.1605], [-1.6318, 2.5302, -1.4737], [-1.9265, 4.7193, -0.8286], [-1.3635, 5.5369, -2.3704], [-2.6637, -3.6438, -3.8118], [-2.6430, -3.5476, -2.5922], [-3.5698, -3.8621, -1.8578], [-1.4284, -3.0156, -1.9697], [-0.3637, -2.6112, -2.7739], [0.7781, -2.0846, -2.1793], [0.8532, -1.9690, -0.7938], [-0.2092, -2.3842, 0.0046], [-1.3565, -2.9096, -0.5818], [-0.4095, -2.6958, -3.8542], [1.6101, -1.7607, -2.7964], [1.7443, -1.5520, -0.3339], [-0.1442, -2.2944, 1.0837], [-2.1779, -3.2261, 0.0510], [-2.8369, -2.2062, 4.2679], [-2.8599, -3.0877, 3.4218], [-2.1420, -3.1151, 2.4310], [-3.8147, -4.1835, 3.6028], [-4.6763, -4.1711, 4.6985], [-5.5976, -5.2015, 4.8531], [-5.6509, -6.2347, 3.9219], [-4.7809, -6.2467, 2.8356], [-3.8581, -5.2191, 2.6711], [-4.6450, -3.3720, 5.4309], [-6.2774, -5.1981, 5.6988], [-6.3754, -7.0345, 4.0430], [-4.8251, -7.0561, 2.1145], [-3.1879, -5.2387, 1.8185]], "forces_ev_per_angstrom": [[4.89, 2.54, -0.91], [-3.53, -2.29, 0.61], [-1.85, 1.35, -0.41], [-1.05, 1.79, -0.25], [1.25, 1.39, 0.63], [1.06, -1.07, -0.33], [0.19, 0.06, -0.05], [1.22, 0.14, 0.29], [-0.57, -0.01, 0.88], [-1.21, 1.97, 1.08], [0.40, -2.55, -0.02], [2.64, -0.20, -2.24], [-1.31, -1.51, 0.98], [2.15, 0.40, -0.51], [-0.71, 0.42, 1.73], [-0.52, 0.37, 1.35], [-1.81, -0.54, 0.60], [0.35, -1.53, -0.95], [1.24, -0.96, -0.32], [-0.06, -0.48, 0.68], [-1.13, 1.16, 0.75], [-1.35, -0.76, -1.20], [0.95, 0.82, 1.30], [-1.47, -0.63, 1.03], [0.23, -0.23, -1.60], [-1.47, -1.21, 0.27], [-1.64, 0.00, -1.20], [1.12, 0.72, -1.21], [-1.93, 0.07, 0.26], [0.02, 1.43, -0.56], [1.40, -0.35, 0.87], [0.30, 0.88, -1.41], [1.21, 0.03, -1.30], [0.98, -1.25, 1.10], [0.00, 0.04, 0.63], [-0.45, -0.21, -0.27], [0.45, 0.13, -0.36], [0.71, 0.33, 0.37], [0.03, 0.03, -0.14], [-0.23, -0.07, 0.18], [0.03, -0.01, 0.05], [0.04, 0.00, -0.25], [-0.09, -0.02, 0.03], [-0.19, -0.06, 0.18], [-0.12, -0.06, 0.03], [-0.11, -0.03, -0.07], [-0.09, -0.03, -0.14], [0.05, 0.03, -0.25], [0.00, -0.50, -0.49], [0.33, 0.51, 0.08], [-0.33, 0.00, 0.51], [-0.57, -0.65, 0.08], [-0.02, 0.07, 0.07], [0.15, -0.03, -0.22], [0.03, 0.03, -0.01], [-0.03, 0.17, 0.20], [0.05, 0.00, -0.09], [0.14, -0.03, -0.23], [0.11, 0.04, -0.09], [0.10, 0.10, -0.01], [0.05, 0.13, 0.06], [-0.04, 0.17, 0.18]]}